{
  "formula": "C15H35FeN5O9S",
  "method": "ωB97M-V with the def2-TZVPD basis set",
  "e_tot_ha": -3205.35200,
  "s_squared": 6.010,
  "multiplicity": 5,
  "e_above_lowest_kcal_mol": 26.4,
  "e_lumo_ha": [-0.012, -0.012],
  "homo_energy_ha": [-0.1817, -0.1813],
  "homo_lumo_gap_ha": [0.1699, 0.1693],
  "elements": ["Fe", "S", "O", "O", "O", "O", "C", "O", "N", "C", "C", "H", "H", "H", "H", "H", "H", "H", "C", "O", "N", "C", "C", "H", "H", "H", "H", "H", "H", "H", "C", "O", "N", "C", "C", "H", "H", "H", "H", "H", "H", "H", "C", "O", "N", "C", "C", "H", "H", "H", "H", "H", "H", "H", "C", "O", "N", "C", "C", "H", "H", "H", "H", "H", "H", "H"],
  "xyz": [[-0.020, 1.034, 0.039], [-1.253, 4.043, 0.484], [-0.791, 5.254, -0.214], [-0.365, 2.888, 0.189], [-1.098, 4.420, 1.904], [-2.647, 3.715, 0.198], [0.962, -2.056, -0.408], [0.356, -0.982, -0.356], [1.391, -2.523, -1.583], [1.704, -3.950, -1.671], [1.227, -1.857, -2.868], [1.197, -2.634, 0.493], [1.169, -4.515, -2.433], [1.629, -4.503, -0.735], [2.776, -4.039, -1.872], [1.263, -0.803, -2.595], [2.051, -2.120, -3.531], [0.325, -2.284, -3.309], [-2.037, 0.034, 2.372], [-1.029, 0.331, 1.748], [-2.572, -1.194, 2.469], [-3.756, -1.451, 3.284], [-1.791, -2.392, 2.195], [-2.630, 0.817, 2.865], [-4.606, -1.605, 2.615], [-4.049, -0.655, 3.967], [-3.680, -2.363, 3.876], [-1.547, -2.936, 3.110], [-2.258, -3.115, 1.525], [-0.842, -2.101, 1.747], [-2.600, 0.760, -2.023], [-1.664, 0.912, -1.261], [-3.522, -0.195, -1.844], [-4.723, -0.334, -2.629], [-3.272, -1.341, -0.985], [-2.844, 1.449, -2.845], [-5.575, -0.196, -1.952], [-4.905, -1.396, -2.815], [-4.742, 0.362, -3.462], [-2.307, -1.266, -0.491], [-4.126, -1.487, -0.319], [-3.246, -2.300, -1.514], [1.868, 2.057, -2.401], [1.192, 1.423, -1.592], [3.086, 1.674, -2.783], [3.752, 2.342, -3.918], [3.747, 0.558, -2.129], [1.455, 2.964, -2.860], [3.738, 1.638, -4.755], [4.799, 2.538, -3.699], [3.178, 3.187, -4.292], [3.069, 0.162, -1.371], [3.908, -0.321, -2.753], [4.618, 0.927, -1.588], [2.251, 0.572, 2.113], [1.676, 1.156, 1.205], [2.133, 0.982, 3.384], [3.008, 0.496, 4.447], [1.242, 2.063, 3.796], [2.930, -0.293, 2.065], [3.847, 1.191, 4.510], [3.359, -0.525, 4.303], [2.441, 0.522, 5.375], [0.848, 2.637, 2.951], [0.381, 1.806, 4.409], [1.918, 2.813, 4.215]]
}